A 2-piece molecular cluster, C2H12N4 overall in a non-equilibrium geometry, computed with wB97M-V/def2-TZVPD.

```
18
Properties=species:S:1:pos:R:3:forces:R:3
N 1.424232 0.617462 1.602697 1.7 0.1 1.0
C 0.900398 -0.215070 2.661117 -1.3 -0.4 0.1
N 1.142852 -1.653126 2.542238 -0.3 0.3 0.1
H 0.976194 0.699606 0.710228 -0.6 -0.4 0.0
H 2.385547 0.294990 1.496852 -0.2 0.6 -0.5
H -0.186907 -0.064013 2.725426 0.2 0.0 -0.1
H 1.279056 0.075063 3.645800 0.2 0.3 -0.3
H 0.956390 -1.913837 1.580076 0.3 -0.4 0.2
H 2.080469 -1.904842 2.838865 -0.1 0.0 -0.4
N -0.994608 1.713621 -2.708429 1.1 0.1 0.3
C -1.319325 0.313147 -2.688847 -1.6 0.2 1.6
N -1.352741 -0.286554 -1.302671 0.2 -0.2 -0.9
H -1.656382 2.278949 -2.186094 -0.2 -0.3 0.0
H -0.129629 1.796133 -2.179202 0.1 0.4 -0.3
H -0.688769 -0.245436 -3.374734 0.0 0.0 -0.2
H -2.389968 0.269688 -2.921167 0.4 -0.3 -0.8
H -0.455876 -0.685798 -1.031037 0.0 0.1 -0.2
H -1.970933 -1.089983 -1.411116 0.1 0.1 0.5
```
Positions in Å, forces in eV/Å.

Calculated values
- Gap between HOMO and LUMO: 0.356 Eh
- Structure (SMILES): NCN.NCN
- Relative energy (zero: lowest compared OMol25 entry of this formula, charge and spin): 39.1 kJ/mol
- E_LUMO: 0.81 eV

Here are the Mulliken charges for atoms 1 to 5, given in e: number 1, N, carries -0.526; number 2, C, carries -0.414; number 3, N, carries -0.567; number 4, H, carries 0.204; number 5, H, carries 0.218